1.
Below is the molecule C4H7NO in a non-equilibrium geometry, with properties calculated with wB97M-V/def2-TZVPD.

- relative energy (zero: lowest compared OMol25 entry of this formula, charge and spin) (kcal/mol) = 63.2
- HOMO-LUMO gap (hartree) = 0.3922
- SMILES string = O=CCN1CC1

Each line ends with the natural charge from an NBO analysis.
CARTESIAN COORDINATES (ANGSTROEM)
O  -2.812  0.654  0.695  -0.526
C  -1.971  -0.206  0.550  0.427
C  -0.549  0.213  0.818  -0.351
N  0.522  -0.562  0.205  -0.403
C  0.809  -0.412  -1.213  -0.262
C  1.719  0.164  -0.194  -0.251
H  -2.251  -1.219  0.210  0.128
H  -0.371  0.194  1.900  0.231
H  -0.764  1.286  0.606  0.211
H  0.186  0.270  -1.787  0.193
H  1.104  -1.322  -1.737  0.206
H  2.680  -0.306  0.014  0.205
H  1.698  1.245  -0.067  0.193

Cartesian forces (eV/Å) of the 2 atoms listed first:
-0.2 -0.7 -0.1
-0.4 0.3 0.1

---

2.
Below is the molecule C25H33NO5, with properties calculated with wB97M-V/def2-TZVPD.

- relative energy (zero: lowest compared OMol25 entry of this formula, charge and spin) (kcal/mol) = 13.3
- HOMO-LUMO gap (hartree) = 0.3355
- SMILES string = CCOC(=O)C1(CCOc2ccccc2)CCN(Cc2cc(OC)cc(OC)c2)CC1

Each line ends with the natural charge from an NBO analysis.
CARTESIAN COORDINATES (ANGSTROEM)
C  2.153  -1.839  -2.267  -0.633
C  0.742  -1.366  -1.958  -0.074
H  0.299  -1.983  -1.170  0.201
H  0.111  -1.394  -2.850  0.187
O  0.726  -0.001  -1.537  -0.520
C  0.929  0.239  -0.243  0.832
O  1.140  -0.620  0.575  -0.621
C  0.856  1.728  0.091  -0.164
C  0.323  1.891  1.519  -0.392
C  -1.134  1.443  1.607  -0.230
N  -1.953  2.227  0.703  -0.441
C  -1.533  2.023  -0.670  -0.229
C  -0.089  2.483  -0.850  -0.387
H  0.212  2.335  -1.887  0.224
H  -0.028  3.547  -0.615  0.210
H  -2.182  2.620  -1.316  0.200
H  -1.622  0.966  -0.975  0.176
C  -3.384  2.035  0.900  -0.244
C  -3.873  0.642  0.578  0.100
C  -4.293  0.339  -0.710  -0.370
C  -4.661  -0.962  -1.034  0.332
C  -4.601  -1.954  -0.063  -0.310
C  -4.189  -1.654  1.229  0.336
C  -3.826  -0.349  1.549  -0.376
H  -3.513  -0.088  2.547  0.217
O  -4.175  -2.699  2.102  -0.492
C  -3.726  -2.471  3.416  -0.252
H  -3.777  -3.437  3.916  0.200
H  -4.368  -1.758  3.944  0.174
H  -2.692  -2.111  3.431  0.178
H  -4.882  -2.963  -0.313  0.232
O  -5.084  -1.366  -2.266  -0.493
C  -5.170  -0.410  -3.293  -0.251
H  -5.524  -0.950  -4.170  0.200
H  -4.193  0.035  -3.514  0.174
H  -5.882  0.385  -3.047  0.176
H  -4.334  1.128  -1.444  0.214
H  -3.601  2.277  1.944  0.202
H  -3.896  2.765  0.266  0.200
H  -1.498  1.606  2.625  0.200
H  -1.192  0.363  1.387  0.182
H  0.914  1.296  2.215  0.224
H  0.390  2.942  1.805  0.208
C  2.277  2.317  -0.041  -0.390
C  3.376  1.483  0.618  -0.081
O  3.896  0.610  -0.365  -0.528
C  4.899  -0.244  -0.018  0.390
C  5.391  -0.416  1.271  -0.326
C  6.413  -1.322  1.503  -0.186
C  6.958  -2.058  0.468  -0.247
C  6.474  -1.882  -0.819  -0.191
C  5.458  -0.982  -1.063  -0.287
H  5.078  -0.829  -2.061  0.221
H  6.894  -2.446  -1.638  0.213
H  7.753  -2.762  0.659  0.212
H  6.784  -1.449  2.510  0.212
H  4.986  0.142  2.100  0.219
H  2.975  0.909  1.461  0.192
H  4.179  2.137  0.985  0.181
H  2.272  3.318  0.394  0.216
H  2.528  2.403  -1.100  0.227
H  2.761  -1.802  -1.367  0.229
H  2.124  -2.861  -2.633  0.215
H  2.604  -1.200  -3.022  0.207

Cartesian forces (eV/Å) of the 2 atoms listed first:
-0.3 0.3 0.2
0.1 -0.6 0.0

---

3.
Below is a 3-piece molecular cluster, CH8O2 overall, with properties calculated with wB97M-V/def2-TZVPD.

- multiplicity = 2
- relative energy (zero: lowest compared OMol25 entry of this formula, charge and spin) (kcal/mol) = 0.0
- HOMO-LUMO gap (spin up / spin down) (hartree) = 0.1213 / 0.4007
- charge = -1

Each line ends with the natural charge from an NBO analysis.
CARTESIAN COORDINATES (ANGSTROEM)
C  -0.871  -0.220  -2.166  -0.971
H  0.030  0.380  -2.107  0.215
H  -1.708  0.353  -1.776  0.197
H  -1.051  -0.565  -3.184  0.186
H  -0.744  -1.109  -1.548  0.211
H  1.558  -0.859  2.107  0.349
H  1.162  -1.662  0.874  0.284
O  1.431  -0.757  1.139  -1.391
H  0.393  0.810  1.950  0.495
H  -0.223  2.201  2.094  0.436
O  0.025  1.425  2.617  -1.012

Cartesian forces (eV/Å) of the 2 atoms listed first:
0.0 -0.4 0.2
0.2 0.0 0.0

---

4.
Below is C34H50N5S2SbTeZr as an isolated structure in a non-equilibrium geometry, with properties calculated with wB97M-V/def2-TZVPD.

- HOMO-LUMO gap (hartree) = 0.2359
- charge = +4

Each line ends with the natural charge from an NBO analysis.
CARTESIAN COORDINATES (ANGSTROEM)
Zr  0.724  1.506  0.266  1.376
N  2.998  4.609  2.002  -0.466
C  3.640  3.699  2.827  0.105
C  4.526  3.880  3.882  -0.203
C  5.000  2.736  4.487  -0.153
C  4.624  1.460  4.035  -0.154
C  3.749  1.283  2.984  -0.251
C  3.230  2.432  2.388  0.146
N  2.339  2.607  1.320  -0.695
C  2.257  3.933  1.123  0.455
C  1.474  4.496  0.041  0.030
C  1.425  5.787  -0.389  -0.365
S  0.449  5.920  -1.778  0.699
C  0.139  4.258  -1.717  -0.110
N  0.716  3.618  -0.721  -0.601
H  3.101  5.613  2.066  0.457
H  4.832  4.866  4.207  0.259
H  5.692  2.823  5.314  0.261
H  5.051  0.593  4.520  0.249
H  3.506  0.292  2.625  0.232
H  1.919  6.653  0.027  0.289
H  -0.504  3.776  -2.438  0.260
S  2.064  -0.808  0.165  -0.216
C  2.838  -1.711  -1.115  0.409
N  3.703  -1.138  -1.931  -0.538
C  4.382  -1.854  -3.026  -0.230
C  3.526  -3.035  -3.454  -0.433
C  3.169  -3.866  -2.233  -0.230
N  2.531  -2.987  -1.240  -0.544
H  4.063  -0.231  -1.680  0.434
H  5.373  -2.173  -2.701  0.235
H  4.510  -1.154  -3.851  0.245
H  4.072  -3.644  -4.171  0.276
H  2.613  -2.675  -3.935  0.220
H  4.059  -4.327  -1.799  0.235
H  2.469  -4.659  -2.485  0.243
H  1.905  -3.393  -0.564  0.430
C  -0.575  -1.338  -2.366  -0.564
Te  0.556  0.497  -2.531  0.602
C  -0.811  0.800  -4.210  -0.574
C  -1.078  -0.603  -4.685  -0.002
C  -1.460  -0.861  -5.996  -0.199
C  -1.697  -2.167  -6.401  -0.164
C  -1.564  -3.218  -5.506  -0.171
C  -1.192  -2.964  -4.192  -0.194
C  -0.948  -1.660  -3.785  -0.123
H  -1.457  -1.144  -1.757  0.226
H  0.013  -2.118  -1.890  0.232
H  -0.302  1.399  -4.962  0.259
H  -1.715  1.319  -3.888  0.238
H  -1.578  -0.051  -6.705  0.240
H  -1.974  -2.367  -7.427  0.254
H  -1.743  -4.234  -5.829  0.247
H  -1.089  -3.780  -3.485  0.211
C  -4.221  -3.284  2.679  -0.761
C  -3.072  -3.900  2.045  0.634
C  -3.154  -4.335  0.661  -0.760
C  -1.831  -4.073  2.789  -0.759
Sb  -1.442  -0.066  0.993  0.369
C  -3.058  1.360  0.235  -0.186
C  -2.348  2.605  -0.286  -0.646
C  -4.039  1.691  1.345  -0.650
C  -3.746  0.635  -0.911  -0.645
C  -0.805  0.751  2.992  -0.235
C  -0.722  2.269  2.913  -0.561
C  0.597  0.179  3.156  -0.572
C  -1.726  0.306  4.115  -0.647
H  -4.379  -3.694  3.684  0.315
H  -5.134  -3.331  2.090  0.272
H  -3.963  -2.229  2.868  0.306
H  -3.954  -5.087  0.575  0.331
H  -2.229  -4.748  0.268  0.251
H  -3.516  -3.507  0.039  0.297
H  -1.547  -5.135  2.782  0.321
H  -1.886  -3.726  3.818  0.263
H  -1.020  -3.567  2.252  0.285
H  -1.782  3.128  0.493  0.207
H  -3.097  3.318  -0.656  0.256
H  -1.703  2.339  -1.132  0.197
H  -3.583  2.243  2.165  0.209
H  -4.505  0.788  1.745  0.220
H  -4.841  2.318  0.941  0.246
H  -3.065  0.440  -1.744  0.195
H  -4.567  1.253  -1.288  0.247
H  -4.177  -0.312  -0.581  0.219
H  -0.065  2.604  2.081  0.094
H  -0.302  2.668  3.844  0.256
H  -1.702  2.722  2.785  0.246
H  1.248  0.489  2.316  0.127
H  0.596  -0.912  3.179  0.241
H  1.055  0.536  4.084  0.259
H  -2.743  0.675  3.974  0.231
H  -1.361  0.683  5.076  0.242
H  -1.754  -0.784  4.179  0.209

Cartesian forces (eV/Å) of the 2 atoms listed first:
0.9 -0.4 -1.4
0.0 0.0 -0.1